[1]
A 6-piece molecular cluster, H12O6 overall, computed with ωB97M-V with the def2-TZVPD basis set.

E = -12480.3273 eV

```
! RIJCOSX wB97M-V def2-TZVPD def2/J DEFGRID3
* xyz 0 1
O 2.314 -1.273 0.833
H 2.255 -0.975 1.748
H 2.062 -0.466 0.309
O 0.218 1.261 -2.419
H -0.420 1.800 -1.931
H -0.320 0.657 -2.936
O 1.411 0.987 -0.125
H 1.467 1.094 -1.088
H 0.473 0.901 0.076
O -1.391 1.849 -0.218
H -1.887 2.674 -0.192
H -1.852 1.313 0.448
O -1.813 -0.414 1.254
H -2.319 -0.978 0.649
H -1.113 -1.068 1.445
O -0.089 -2.404 0.718
H 0.598 -1.851 0.288
H 0.406 -3.108 1.143
*
```

Atom charges from the Löwdin analysis, given in e for atoms 1 to 6:
1. O -0.099
2. H 0.051
3. H -0.003
4. O -0.055
5. H 0.021
6. H 0.058

***

[2]
C55H46FeNP3Si as an isolated structure at a distorted geometry, computed with ωB97M-V with the def2-TZVPD basis set.

E = -129400.3136 eV

```
! RIJCOSX wB97M-V def2-TZVPD def2/J DEFGRID3
* xyz 0 1
Fe 0.193 -0.252 -0.264
C -0.094 3.496 -0.826
Si 0.735 1.959 -0.160
C 1.407 2.418 1.597
C 2.051 3.571 1.796
C 3.202 3.803 2.695
C 3.965 2.840 3.211
C 3.670 1.362 3.171
C 1.665 1.123 2.361
P 0.192 0.054 1.863
C -1.249 0.971 2.537
C -1.167 2.186 3.211
C -2.321 2.837 3.641
C -3.565 2.281 3.395
C -3.655 1.064 2.726
C -2.509 0.414 2.299
C 0.007 -1.516 2.798
C -0.458 -1.535 4.113
C -0.723 -2.730 4.760
C -0.536 -3.936 4.090
C -0.093 -3.931 2.776
C 0.166 -2.724 2.131
C 2.318 1.747 -1.280
C 2.690 2.729 -2.208
C 3.803 2.589 -3.033
C 4.588 1.450 -2.944
C 4.231 0.446 -2.052
C 3.106 0.581 -1.235
P 2.467 -0.824 -0.198
C 3.223 -2.302 -0.924
C 2.506 -2.987 -1.902
C 3.051 -4.104 -2.523
C 4.312 -4.553 -2.152
C 5.026 -3.886 -1.165
C 4.484 -2.763 -0.552
C 3.190 -0.648 1.493
C 3.124 0.801 1.838
C 2.270 1.062 3.804
C 2.407 -0.311 4.433
C 2.892 -1.413 3.860
C 3.122 -1.615 2.406
H 0.571 4.361 -0.727
H -0.358 3.387 -1.887
H -1.012 3.710 -0.268
H 1.825 4.397 1.125
H 3.516 4.832 2.838
H 4.833 3.133 3.794
H 4.481 0.790 3.612
H -0.206 2.638 3.413
H -2.239 3.779 4.170
H -4.464 2.793 3.719
H -4.625 0.629 2.519
H -2.581 -0.517 1.747
H -0.615 -0.599 4.641
H -1.084 -2.724 5.782
H -0.755 -4.873 4.589
H 0.034 -4.864 2.240
H 0.477 -2.729 1.093
H 2.092 3.629 -2.300
H 4.055 3.371 -3.742
H 5.466 1.334 -3.569
H 4.828 -0.458 -2.009
H 1.511 -2.647 -2.175
H 2.490 -4.624 -3.288
H 4.736 -5.429 -2.627
H 6.007 -4.237 -0.872
H 5.043 -2.238 0.213
H 3.421 1.398 0.983
H 1.905 1.806 4.507
H 2.199 -0.363 5.498
H 2.974 -2.298 4.480
H 3.094 -2.649 2.071
N -1.515 -0.951 -0.507
P -2.436 -0.510 -1.664
C -3.775 0.621 -1.167
C -3.458 1.945 -0.855
C -4.423 2.809 -0.359
C -5.722 2.352 -0.158
C -6.045 1.035 -0.447
C -5.075 0.172 -0.950
C -3.291 -1.889 -2.471
C -4.049 -1.719 -3.628
C -4.691 -2.801 -4.213
C -4.579 -4.063 -3.638
C -3.826 -4.239 -2.485
C -3.177 -3.154 -1.902
C -1.633 0.398 -3.055
C -0.284 0.148 -3.304
C 0.418 0.866 -4.260
C -0.229 1.857 -4.991
C -1.575 2.110 -4.765
C -2.271 1.384 -3.806
H -2.443 2.294 -0.997
H -4.163 3.835 -0.124
H -6.479 3.024 0.227
H -7.054 0.675 -0.283
H -5.336 -0.854 -1.176
H -4.138 -0.735 -4.078
H -5.274 -2.664 -5.115
H -5.079 -4.909 -4.095
H -3.742 -5.223 -2.039
H -2.573 -3.263 -1.009
H 0.221 -0.633 -2.737
H 1.471 0.667 -4.422
H 0.316 2.431 -5.731
H -2.083 2.886 -5.326
H -3.317 1.605 -3.626
*
```

Atom charges from the Löwdin analysis, given in e for atoms 1 to 6:
1. Fe -0.067
2. C -0.208
3. Si 0.616
4. C -0.282
5. C -0.098
6. C -0.076

***

[3]
A 11-piece molecular cluster, C32H71N9O14 overall at a distorted geometry, computed with ωB97M-V with the def2-TZVPD basis set.

E = -76411.0003 eV

```
! RIJCOSX wB97M-V def2-TZVPD def2/J DEFGRID3
* xyz -2 1
O -0.740 -1.612 -1.265
C 0.104 -0.861 -0.405
C -0.123 0.727 -0.101
O -1.353 1.191 0.469
H 1.140 -0.948 -0.730
H 0.155 -1.333 0.576
H 0.030 1.230 -1.055
H 0.658 1.113 0.554
C 1.714 4.798 2.629
C 2.466 3.904 1.663
O 3.790 4.389 1.714
C 3.856 5.562 2.388
O 4.907 6.170 2.680
O 2.606 5.877 2.865
H 1.454 4.207 3.507
H 0.801 5.216 2.206
H 1.999 3.992 0.682
H 2.446 2.861 1.978
C -1.725 1.180 -4.156
C -2.772 0.122 -4.381
O -3.217 -0.485 -3.413
N -3.182 -0.050 -5.664
C -4.318 -0.942 -6.006
H -1.999 2.026 -3.525
H -1.382 1.604 -5.100
H -0.868 0.646 -3.746
H -2.774 0.519 -6.392
H -5.250 -0.385 -6.107
H -4.479 -1.791 -5.343
H -4.239 -1.301 -7.033
C 5.473 -6.062 -0.134
C 4.259 -5.263 -0.529
O 3.343 -5.884 -1.101
N 4.190 -3.965 -0.181
C 2.964 -3.156 -0.453
H 5.204 -7.085 0.127
H 5.838 -5.588 0.777
H 6.150 -6.136 -0.985
H 4.903 -3.427 0.290
H 2.297 -3.579 -1.204
H 3.286 -2.180 -0.818
H 2.287 -2.942 0.374
C 2.036 5.293 -2.974
C 2.691 4.161 -2.229
O 3.702 4.410 -1.600
N 2.370 2.887 -2.354
C 1.290 2.403 -3.181
H 1.621 4.860 -3.884
H 2.834 5.920 -3.372
H 1.318 5.848 -2.369
H 2.924 2.219 -1.837
H 0.320 2.861 -2.987
H 1.244 1.338 -2.954
H 1.576 2.656 -4.202
C -0.527 1.965 3.791
C -1.568 3.032 3.627
O -1.843 3.793 4.538
N -2.057 3.204 2.374
C -3.022 4.248 1.971
H -1.104 1.043 3.717
H -0.125 2.006 4.803
H 0.252 2.148 3.051
H -1.850 2.583 1.606
H -3.659 3.820 1.196
H -2.445 5.037 1.488
H -3.746 4.607 2.702
C -2.720 -5.388 1.708
C -2.176 -4.317 0.854
O -2.944 -3.410 0.498
N -0.886 -4.223 0.620
C 0.128 -5.159 1.124
H -2.294 -6.386 1.614
H -3.767 -5.460 1.414
H -2.823 -5.067 2.745
H -0.648 -3.503 -0.048
H 0.421 -4.874 2.134
H 1.064 -5.084 0.570
H -0.171 -6.207 1.130
C 3.304 -0.014 6.374
C 2.708 -0.872 5.248
O 1.712 -1.533 5.426
N 3.407 -0.879 4.112
C 3.013 -1.454 2.869
H 4.382 -0.093 6.516
H 2.744 -0.237 7.282
H 3.086 1.046 6.244
H 4.255 -0.339 4.007
H 3.185 -0.795 2.018
H 1.950 -1.694 2.877
H 3.497 -2.423 2.750
C -1.247 -3.066 -4.447
C 0.222 -2.607 -4.680
O 0.752 -2.657 -5.758
N 0.876 -2.256 -3.597
C 2.265 -1.863 -3.605
H -1.575 -3.208 -3.417
H -1.526 -4.014 -4.908
H -2.013 -2.404 -4.850
H 0.273 -2.132 -2.797
H 2.267 -1.151 -2.780
H 2.356 -1.337 -4.555
H 2.981 -2.679 -3.501
C -4.325 4.177 -2.559
C -3.543 3.221 -1.690
O -3.999 2.096 -1.485
N -2.344 3.537 -1.213
C -1.591 4.768 -1.438
H -4.019 5.216 -2.437
H -5.385 4.081 -2.322
H -4.113 3.960 -3.606
H -1.939 2.767 -0.701
H -1.349 4.986 -2.479
H -0.633 4.748 -0.918
H -2.212 5.579 -1.057
C -4.558 -2.619 3.895
C -3.319 -1.955 3.391
O -3.453 -1.085 2.498
N -2.151 -2.300 3.901
C -0.874 -1.792 3.551
H -4.444 -3.155 4.837
H -5.008 -3.271 3.146
H -5.329 -1.859 4.020
H -2.124 -3.080 4.542
H -0.884 -1.104 2.706
H -0.210 -2.616 3.290
H -0.388 -1.261 4.368
*
```

Atom charges from the Löwdin analysis, given in e for atoms 1 to 6:
1. O -0.339
2. C -0.388
3. C -0.356
4. O -0.361
5. H 0.032
6. H 0.046